219
Properties=species:S:1:pos:R:3:forces:R:3 method="wB97M-V/def2-TZVPD" multiplicity=2 charge=+1 s_squared=0.76 energy_ev=-116051.5099
Ag -6.07718 -29.37328 9.99927 0.17 0.06 0.52
O 1.21412 -29.46556 11.00441 -0.17 0.21 -0.67
O -9.99443 -36.55727 13.29546 2.42 0.39 -0.18
O -4.43794 -27.76726 9.15205 -0.35 1.02 0.13
O -4.38407 -33.00613 17.59493 0.69 0.55 -0.30
O 3.76022 -31.80161 14.05486 -0.55 -0.45 -1.08
O -6.80218 -29.94843 14.20988 -0.13 3.44 -2.82
O -8.44829 -30.59455 16.31482 -1.18 -0.21 0.86
O -5.11539 -30.65385 11.68783 4.47 -1.12 3.21
O -5.88329 -34.79291 5.73183 -0.52 0.09 1.54
O -7.80154 -27.61223 17.19291 1.51 1.66 0.78
O -1.14214 -24.93213 12.23161 -2.50 0.71 -2.52
O 0.87520 -35.12012 16.15717 -1.58 -0.70 0.17
O 3.08491 -34.87024 12.83944 0.60 1.01 1.28
O -6.29602 -34.51461 15.92474 -2.03 1.59 -0.42
O 2.58300 -33.37953 10.61810 -0.72 0.81 -0.43
O -1.57901 -32.47786 19.22135 -1.22 2.36 -1.17
O -4.87590 -32.69039 7.31144 -0.05 -1.10 0.62
O -8.09985 -36.53692 16.54220 -0.41 -0.96 1.38
O 2.45243 -29.26761 13.72419 -0.06 -1.48 0.40
O -5.46152 -38.11958 9.70823 0.00 -1.28 0.61
O 1.81933 -28.42367 19.06759 -1.18 1.03 -3.53
O 0.37762 -35.05997 11.87656 -0.06 -0.34 0.97
N -3.92918 -30.94083 12.45396 -2.87 0.09 -3.11
N 3.18976 -34.82847 18.00820 4.72 1.19 -2.61
N -8.15175 -37.39617 10.17695 -1.95 0.62 -1.70
N 0.23729 -25.49869 15.59611 1.28 -0.92 0.21
N 0.62788 -28.52210 15.49792 0.03 1.81 -0.50
N -4.10503 -38.44735 13.11688 -1.01 0.10 1.22
N -7.17593 -26.42729 14.54199 -0.24 -1.58 -0.26
N -4.93586 -30.23407 8.32263 1.31 -0.50 0.41
C -7.72813 -35.47909 11.69575 0.77 0.25 -0.06
C -0.03878 -24.92807 13.06004 -0.08 -0.55 0.80
C -3.83343 -28.53969 13.33954 -1.00 -2.00 -0.29
C -7.27029 -36.69405 15.42475 -1.17 1.83 -0.41
C -8.34850 -27.45373 18.48391 -0.16 -0.66 0.86
C -2.53653 -31.51083 18.53259 0.58 -2.75 -1.10
C -3.79700 -28.08405 7.91060 0.38 -0.89 0.37
C -9.77073 -37.06653 12.00943 0.04 0.73 -1.34
C -4.96513 -34.03197 7.82310 -0.80 -0.76 -0.59
C 1.76313 -34.44125 19.71063 -1.50 -1.50 0.47
C 0.48818 -34.68546 10.53410 0.77 1.41 -1.12
C -2.16633 -29.27411 11.64785 0.33 -0.74 -0.19
C -4.34906 -37.77188 11.86735 0.55 -0.78 -0.83
C -6.74859 -26.57380 17.01889 -1.28 -1.47 -1.96
C 2.43955 -28.32474 12.71673 2.60 -0.22 -0.76
C -3.07542 -37.27434 11.31314 2.14 0.51 -0.95
C -3.18747 -32.23865 17.27455 -0.09 0.30 2.15
C -4.99053 -38.77213 10.88959 -0.11 0.63 0.21
C 0.97844 -34.28186 17.28965 0.75 0.07 0.00
C -7.08873 -30.85480 16.40772 0.95 1.11 -0.27
C 0.77681 -30.25986 17.00799 0.98 -1.70 0.43
C -8.31556 -36.87560 11.47498 0.83 -0.86 3.23
C -4.44703 -26.37096 9.43976 0.62 1.22 -0.76
C 2.52814 -29.05928 11.39410 -0.53 -0.18 -0.80
C -0.20695 -34.88930 15.22393 1.90 -0.06 0.36
C -2.18716 -30.29130 14.01556 -0.01 -1.87 0.09
C -4.54101 -33.38921 12.58425 -0.60 1.87 -2.25
C -11.22759 -36.90235 13.71447 -2.69 -0.16 0.90
C -6.03088 -35.82438 15.57558 1.84 -1.32 0.22
C -3.01965 -29.84230 12.81459 -0.59 3.87 0.62
C -6.15779 -34.80062 7.17713 2.19 0.64 -0.66
C 3.01151 -27.98244 19.57084 2.24 -0.86 1.65
C 3.40833 -34.28180 14.14199 -0.27 1.40 -0.35
C -2.71519 -32.63942 10.96000 -1.33 -0.25 -2.09
C -0.63452 -25.21638 14.47330 -0.80 2.06 0.79
C -4.94575 -26.01211 15.29238 0.76 1.09 0.30
C -3.40251 -32.35188 12.25658 0.13 -1.37 3.27
C 2.87062 -32.82992 14.40934 0.57 -1.70 1.19
C -2.36639 -32.78917 13.38456 0.28 2.41 0.16
C -5.97756 -39.06225 8.77518 0.29 0.97 -1.96
C -3.20456 -30.21112 6.47634 -0.16 1.03 1.94
C -0.95831 -24.64356 10.80507 1.16 -0.23 0.79
C -3.60598 -29.64529 7.89490 -1.63 1.10 -1.69
C 1.18722 -33.24302 10.51393 -0.62 -2.16 -1.07
C 1.87530 -35.01136 18.28428 -2.34 0.61 1.40
C 1.86525 -28.17787 17.58269 -0.39 0.51 1.10
C -1.41181 -31.61874 13.76133 -0.50 0.11 0.69
C 0.67193 -28.77976 16.90859 -1.08 -2.39 1.03
C -6.21059 -26.80717 15.55040 0.50 2.00 1.84
C -6.67411 -30.97407 14.99378 1.03 -5.91 2.89
C -1.43189 -24.00120 15.05033 -1.43 0.21 -2.96
H -2.87485 -27.50446 7.86807 0.46 -0.38 0.08
H 2.82859 -33.76890 11.46052 0.40 -0.23 0.46
H -1.82501 -24.42505 10.18122 -0.83 -0.37 1.06
H 1.62092 -27.62017 12.86340 -0.15 -0.02 -0.61
H -2.84695 -33.06175 14.32417 -0.53 0.09 -0.12
H -6.76379 -39.75434 9.07676 0.35 -0.03 0.69
H -4.54804 -28.13557 12.62253 0.68 0.30 -0.77
H -2.06156 -33.17355 19.67385 -0.39 0.08 0.02
H -5.95132 -26.59769 17.76178 0.14 -0.74 0.10
H -8.51439 -36.60541 9.66383 -0.05 -0.34 -1.43
H -4.12743 -26.23792 15.97610 0.20 -0.37 0.01
H -7.88991 -36.31869 14.61033 0.35 0.02 -0.66
H -2.70790 -28.87598 10.78978 -0.64 -0.55 0.03
H -4.70777 -31.21798 8.32497 -0.22 -0.47 0.61
H 1.79610 -29.00348 14.37309 -0.66 -0.02 1.14
H 3.17113 -29.93753 11.33632 0.09 -0.37 1.38
H -3.13967 -36.96613 10.26960 -0.34 -0.04 -0.12
H -5.14091 -25.72705 8.89939 -0.91 -0.75 -0.42
H -11.42722 -37.95785 13.52960 -0.07 -0.30 0.42
H -5.18383 -39.50882 8.17629 0.35 -0.75 0.68
H 0.86008 -29.95077 11.75329 0.06 -0.17 0.15
H 3.40055 -27.81965 12.81403 0.03 0.84 -0.10
H 0.37305 -36.01883 11.92308 -0.03 -0.16 0.18
H 3.31741 -26.93625 19.56798 -0.67 0.46 -0.79
H -8.69874 -28.39957 18.89723 0.11 -0.41 -0.41
H -7.59963 -27.11877 19.20161 0.16 0.22 0.05
H -6.11905 -30.15091 13.56650 -0.27 0.76 -0.94
H -6.80262 -31.78338 16.90166 -0.23 -0.10 0.19
H 2.76253 -28.56937 17.10340 0.29 -0.64 0.43
H -0.31103 -25.12183 16.35599 0.51 -0.52 0.60
H 3.05507 -28.54253 10.59197 -0.94 1.03 -0.20
H -6.69299 -35.06839 5.29583 -0.02 -0.04 -0.20
H -6.70490 -26.49192 13.65089 -0.45 0.34 -0.20
H -4.55486 -32.81197 6.41491 -0.13 0.13 -0.34
H 1.03412 -30.61628 18.00542 -0.25 0.08 0.15
H 1.51663 -33.38854 16.97274 -0.19 0.56 0.21
H -7.19998 -31.89953 14.75912 -0.98 -0.08 -1.14
H -12.04704 -36.36720 13.23466 -0.05 0.26 -0.95
H -5.44996 -35.81113 14.65338 0.05 -0.32 -0.38
H -4.27980 -39.56563 10.65865 0.61 0.17 -0.37
H 3.20297 -31.02760 14.16433 0.39 0.99 -0.39
H 3.08915 -28.22465 20.63075 -0.42 -0.25 0.14
H -5.79190 -27.81278 15.51126 -1.26 -0.59 -0.27
H -0.36386 -23.74840 10.62230 0.48 0.02 0.45
H -5.36211 -33.24017 11.88305 0.10 -0.32 -0.76
H 0.60890 -25.73125 12.70860 0.63 -0.01 0.38
H -5.68385 -31.42718 14.94708 1.05 0.33 0.39
H 4.48765 -34.15037 14.21876 0.03 -0.64 -0.07
H -4.62221 -26.16890 14.26338 0.15 -0.20 0.02
H -1.55625 -29.56442 14.52712 0.05 0.33 -1.10
H -3.28698 -31.05144 19.17594 0.00 -0.34 0.34
H -1.36167 -26.02550 14.40493 0.14 -0.29 -0.39
H 0.67774 -27.51380 15.46718 0.09 0.88 -0.55
H -1.59687 -28.38639 11.92309 0.17 -0.22 0.70
H -4.86649 -36.82378 12.01386 -1.18 -0.50 0.29
H -7.08670 -34.29700 7.44469 -0.11 -0.14 -0.20
H 3.88192 -35.33709 18.53954 -0.38 -0.11 0.32
H 0.73156 -34.50138 20.05754 -0.17 0.00 0.18
H -5.11992 -33.12642 13.46964 0.94 -0.64 0.79
H -11.45268 -36.60349 14.73824 0.83 -0.44 0.36
H 1.06424 -24.91890 15.60616 0.29 0.13 -0.30
H -4.02779 -30.05776 5.77858 0.22 -0.02 -0.15
H -2.27924 -38.01829 11.34017 0.01 -0.31 0.03
H -0.28879 -28.68278 15.10549 -0.04 -0.34 0.24
H -4.59553 -26.08010 10.47969 0.21 -0.89 0.19
H -1.99353 -30.69175 18.06105 0.70 -0.20 0.59
H -1.83533 -33.68902 13.07418 0.10 0.19 -0.33
H 1.83042 -32.80060 14.08496 -0.17 0.63 -0.84
H 1.93263 -27.12411 17.31224 -0.22 0.49 0.70
H -5.05581 -24.92994 15.36236 -0.43 0.17 0.13
H -6.54314 -30.01693 16.84179 -0.05 0.28 0.60
H -7.68716 -25.56409 14.65879 0.39 -0.01 0.23
H 1.61479 -30.54770 16.37314 0.00 -0.39 -0.19
H -3.52118 -39.27150 13.11901 0.65 0.18 -0.74
H -6.08293 -35.81518 7.56848 -0.43 -0.14 0.00
H -4.54371 -32.91945 18.53758 -0.11 0.01 0.07
H -1.84234 -32.10994 10.57807 0.16 0.21 0.85
H -2.29089 -23.85530 14.39541 -0.54 -0.09 0.05
H 2.97350 -34.90933 14.91996 0.28 -0.14 -0.04
H 2.32558 -35.13773 20.33245 0.13 0.21 0.30
H -0.95176 -23.03860 14.87431 0.66 -0.11 0.74
H -8.86572 -30.85763 17.13830 -0.22 0.17 0.02
H -5.37569 -36.24400 16.33896 0.08 -0.41 0.09
H -3.41010 -31.43403 16.57375 -0.34 -0.32 -0.27
H -0.23887 -35.84043 14.69249 -0.07 0.41 -0.56
H -2.44452 -32.94476 16.90370 0.05 0.21 -0.26
H -1.46563 -30.03665 11.30777 0.13 0.16 -0.22
H -5.74740 -39.35146 11.41839 -0.85 0.35 -0.10
H -7.74324 -37.57160 12.08828 0.26 0.09 0.63
H -2.30863 -29.64725 6.21662 0.03 -0.30 -0.56
H 3.38764 -35.01905 17.03629 0.28 -0.05 -0.18
H -0.12262 -30.78268 16.68275 -0.06 -0.01 -0.15
H -7.14827 -37.75923 15.22825 0.63 0.09 0.32
H -9.22471 -26.81429 18.59096 0.04 0.52 -0.61
H -4.59573 -28.85847 14.05044 0.48 -0.17 0.77
H -8.20190 -35.61122 16.77516 0.24 0.19 -0.33
H 2.13474 -34.75739 12.76179 -0.63 -0.44 -0.02
H -2.53482 -33.71225 10.89212 0.34 -0.01 0.31
H 1.08999 -35.38614 9.95534 0.54 0.07 0.17
H -3.46381 -32.50947 10.17847 -0.20 0.25 -0.37
H -4.08371 -34.36113 12.39892 -0.44 -0.18 0.80
H -0.46582 -25.49716 10.33933 0.23 -0.06 -0.02
H -5.08142 -34.09236 8.90519 -0.21 0.73 0.09
H 0.45541 -23.95800 13.00673 0.39 0.09 0.26
H 3.79817 -28.57914 19.10910 0.53 0.21 -0.12
H -6.41755 -38.47007 7.97279 -0.49 0.34 0.15
H -1.84593 -24.15755 16.04643 0.37 0.05 0.02
H -4.02033 -34.54374 7.63990 -0.02 -0.19 -0.33
H 1.00936 -32.77396 9.54622 -0.10 0.00 -0.05
H -10.49587 -36.56147 11.37131 0.00 0.39 -0.67
H -10.09343 -38.10396 11.92168 0.47 -0.42 0.25
H -4.99172 -38.84778 13.38805 -0.33 0.17 0.60
H 1.67268 -36.06862 18.11325 -1.11 -0.36 0.99
H -7.33203 -35.27946 12.69142 -1.17 0.10 0.58
H -7.21867 -37.60028 9.84861 0.08 0.50 0.76
H -2.98660 -31.26836 6.62752 0.13 0.16 -0.36
H -2.66608 -36.41006 11.83617 -0.16 0.08 0.35
H -6.75678 -35.34135 11.22076 0.05 -0.53 -0.98
H -7.20877 -25.59998 17.18624 -0.17 0.28 -0.50
H -0.57344 -31.46449 13.08203 0.03 -0.13 -0.10
H -5.74891 -34.06048 16.56975 0.62 -0.62 0.13
H -5.69228 -30.28181 7.65506 0.39 0.73 -1.05
H 0.66438 -32.64145 11.25746 0.32 0.21 0.50
H -3.52931 -25.91555 9.06762 0.61 -0.21 0.48
H -0.47935 -34.76775 10.03890 -0.43 0.68 0.02
H -1.22218 -34.68249 15.56252 0.11 0.04 0.89
H 0.17887 -34.03026 14.67503 -0.66 -0.11 -0.88
H 2.79702 -32.69306 15.48821 -0.25 -0.77 0.44
H -0.28630 -28.64113 17.40927 -0.02 1.37 0.29
H -1.03323 -31.86823 14.75256 0.64 -0.12 -0.13
H -8.35384 -34.68276 11.29270 -0.23 0.13 0.38
H -2.85499 -30.49938 14.85151 -0.61 -0.22 -0.19
H -2.81604 -29.93746 8.58680 -0.41 0.00 0.37
H 2.10272 -33.42545 19.91295 0.23 -0.09 -0.74
H 0.03195 -34.01666 17.76073 -0.27 -0.13 -0.20
H -3.20006 -27.76743 13.77606 0.12 -0.29 -0.27
H -4.34825 -27.73762 7.03641 -0.60 -0.15 0.01